(1)
{"formula": "C27H52FN17O11S", "method": "the ωB97M-V functional and the def2-TZVPD basis", "symbols": ["O", "O", "C", "C", "C", "C", "C", "C", "C", "C", "C", "C", "O", "S", "C", "C", "C", "C", "C", "F", "C", "C", "C", "C", "N", "H", "H", "H", "H", "H", "H", "H", "H", "H", "H", "H", "H", "H", "H", "H", "H", "H", "H", "H", "H", "N", "C", "N", "O", "H", "H", "H", "H", "N", "C", "N", "O", "H", "H", "H", "H", "N", "C", "N", "O", "H", "H", "H", "H", "N", "C", "N", "O", "H", "H", "H", "H", "N", "C", "N", "O", "H", "H", "H", "H", "N", "C", "N", "O", "H", "H", "H", "H", "N", "C", "N", "O", "H", "H", "H", "H", "N", "C", "N", "O", "H", "H", "H", "H"], "xyz": [[-1.36839, 0.65595, 3.86387], [-2.69096, 0.95462, 3.42536], [-3.00191, 0.12287, 2.30353], [-1.86616, -0.09652, 1.34470], [-1.43755, -1.40527, 1.16909], [-0.40325, -1.70965, 0.30676], [0.23175, -0.71288, -0.41507], [-0.19998, 0.60134, -0.24347], [-1.24176, 0.92772, 0.63684], [-1.67333, 2.35474, 0.84633], [-2.18216, 3.06811, -0.42503], [-3.06456, 2.29924, -1.33307], [-3.50994, 3.46027, -0.42946], [0.56246, 1.90994, -1.15809], [2.12043, 1.20855, -1.62041], [3.14848, 2.07863, -1.99405], [2.96326, 3.57599, -1.94534], [4.23951, 4.36832, -1.63052], [4.91373, 4.98979, -2.84110], [4.47204, 6.31181, -3.00881], [4.34348, 1.52241, -2.43126], [4.52300, 0.15024, -2.47608], [3.50147, -0.68942, -2.07551], [2.28779, -0.17222, -1.65488], [1.26549, -1.08909, -1.30421], [-1.51759, 0.07011, 4.63804], [-3.34687, -0.85103, 2.64975], [-3.85317, 0.61109, 1.82383], [-1.93301, -2.19961, 1.71347], [-0.10241, -2.74510, 0.19908], [-2.51805, 2.39347, 1.52770], [-0.84032, 2.94517, 1.23488], [-1.48379, 3.73611, -0.93855], [-3.74825, 1.52720, -1.01677], [-3.13194, 2.73242, -2.32200], [2.58881, 3.89706, -2.92446], [2.17830, 3.83824, -1.23710], [3.97248, 5.20377, -0.98046], [4.94827, 3.76769, -1.05962], [4.67545, 4.45599, -3.76227], [5.99704, 5.04149, -2.71562], [5.15112, 2.16623, -2.75534], [5.45750, -0.26495, -2.83097], [3.64286, -1.76209, -2.11214], [0.92028, -1.60266, -2.10189], [-3.85026, -2.74119, 6.13651], [-3.50359, -1.49540, 5.72098], [-4.50130, -0.76782, 5.16020], [-2.35965, -1.05605, 5.84244], [-4.78597, -3.09981, 6.02681], [-3.13522, -3.31627, 6.53772], [-4.26441, 0.15296, 4.82996], [-5.43069, -1.12764, 5.03350], [9.37342, -1.80108, -3.10784], [8.52017, -1.05940, -3.85842], [9.10409, -0.19548, -4.75101], [7.30446, -1.14136, -3.75292], [10.36993, -1.73104, -3.17343], [8.98542, -2.41643, -2.41625], [8.49302, 0.36345, -5.31478], [10.09514, -0.10220, -4.86014], [-6.62020, 6.06641, -1.16711], [-7.06658, 5.23029, -2.15459], [-6.35367, 4.06785, -2.28063], [-8.01853, 5.49772, -2.86457], [-5.83793, 5.85168, -0.57726], [-7.11407, 6.92864, -1.03854], [-6.64500, 3.42490, -2.99141], [-5.56755, 3.84512, -1.69727], [10.92938, -3.29294, 1.40056], [9.80905, -2.82877, 0.77065], [8.69410, -2.71786, 1.54961], [9.80395, -2.52711, -0.41222], [10.95538, -3.54155, 2.37049], [11.76203, -3.38146, 0.85014], [7.86097, -2.37229, 1.11057], [8.67266, -2.95409, 2.52274], [-0.84633, 4.10628, -3.63227], [-0.01183, 4.84836, -4.42336], [-0.56731, 5.97753, -4.96322], [1.14446, 4.52931, -4.63570], [-1.80196, 4.35831, -3.46578], [-0.47619, 3.27006, -3.21273], [0.02178, 6.54239, -5.54485], [-1.51480, 6.26042, -4.80289], [0.26905, -4.50679, 2.86058], [-0.00513, -5.49942, 1.96497], [0.84782, -6.57098, 1.99365], [-0.94422, -5.43829, 1.18817], [1.03485, -4.52908, 3.50568], [-0.33939, -3.70802, 2.85602], [0.67272, -7.31285, 1.34338], [1.62640, -6.64108, 2.61964], [-4.34148, -3.38914, -0.73582], [-4.72516, -2.19790, -0.18825], [-5.00018, -1.19969, -1.08617], [-4.81441, -2.03015, 1.01508], [-4.25153, -3.54225, -1.72151], [-4.10571, -4.13020, -0.10253], [-5.30734, -0.32292, -0.70958], [-4.93023, -1.31074, -2.07920], [-7.05053, -5.51634, 3.82816], [-7.29194, -4.67433, 4.87349], [-8.22580, -5.09741, 5.77611], [-6.70851, -3.60784, 4.98905], [-7.51507, -6.39523, 3.70546], [-6.36949, -5.22133, 3.15302], [-8.42332, -4.49200, 6.55020], [-8.71740, -5.96659, 5.69700]], "charge": 0, "fmax_ha_per_bohr": 0.0617, "homo_ev": -7.190, "smiles": "OOCc1ccc2c(c1C[C@H]1CO1)Sc1c(CCCF)cccc1N2.NC(N)=O.NC(N)=O.NC(N)=O.NC(N)=O.NC(N)=O.NC(N)=O.NC(N)=O.NC(N)=O", "lumo_ev": 0.381, "energy_ev": -90254.6862}

=====

(2)
{"formula": "C45H52BBrCl2F4N8PRbSSi4Te", "method": "the ωB97M-V functional and the def2-TZVPD basis", "symbols": ["Rb", "C", "C", "N", "N", "C", "B", "N", "C", "C", "C", "N", "N", "C", "C", "C", "N", "N", "C", "C", "C", "N", "H", "H", "H", "H", "H", "H", "H", "H", "H", "H", "H", "H", "Cl", "C", "C", "C", "C", "C", "Cl", "C", "S", "H", "H", "H", "F", "C", "C", "F", "C", "F", "C", "P", "C", "C", "C", "C", "C", "C", "C", "C", "C", "C", "C", "C", "C", "Br", "C", "F", "H", "H", "H", "H", "H", "H", "H", "H", "H", "H", "C", "Si", "C", "C", "Si", "Te", "Si", "C", "C", "C", "Si", "C", "C", "C", "H", "H", "H", "H", "H", "H", "H", "H", "H", "H", "H", "H", "H", "H", "H", "H", "H", "H", "H", "H", "H", "H", "H", "H", "H", "H", "H"], "xyz": [[-0.23742, -2.14895, -1.02333], [-4.76276, -3.66899, -1.02585], [-3.46036, -4.08450, -0.71966], [-2.58947, -3.63839, -1.60954], [-3.30621, -2.92555, -2.51540], [-4.61204, -2.92956, -2.17683], [-2.55322, -2.15679, -3.63503], [-1.32003, -2.99356, -4.06842], [-1.46513, -4.15232, -4.74529], [-0.21867, -4.69080, -4.96222], [0.64926, -3.76719, -4.36269], [-0.01186, -2.75277, -3.82636], [-2.21400, -0.70317, -3.19621], [-3.15907, 0.26121, -3.13547], [-2.55327, 1.45027, -2.81268], [-1.19768, 1.11031, -2.69222], [-0.99195, -0.17580, -2.92416], [-3.43606, -2.02467, -4.90075], [-3.03389, -1.35769, -6.00394], [-4.02959, -1.45189, -6.94798], [-5.02255, -2.21468, -6.31107], [-4.66011, -2.55623, -5.08436], [-5.67376, -3.87449, -0.49104], [-3.11593, -4.68030, 0.11258], [-5.33737, -2.43314, -2.79489], [-2.44770, -4.49869, -5.02480], [0.02264, -5.60574, -5.47463], [1.72808, -3.78742, -4.29888], [-4.19312, 0.02766, -3.33609], [-3.01497, 2.41144, -2.67404], [-0.35568, 1.73903, -2.44751], [-2.07172, -0.87048, -6.02858], [-4.03469, -1.03605, -7.94073], [-5.98249, -2.53090, -6.68897], [-3.05854, -0.61498, 0.14692], [-3.40808, -1.30164, 1.70599], [-4.75047, -1.51376, 1.97392], [-5.13617, -2.06470, 3.18447], [-4.16227, -2.40945, 4.10870], [-2.83061, -2.18681, 3.81574], [-1.67464, -2.68478, 5.02369], [-2.37577, -1.61137, 2.61030], [-0.67968, -1.32454, 2.33322], [-5.47507, -1.24921, 1.21658], [-6.18310, -2.23053, 3.40083], [-4.42119, -2.85464, 5.05936], [6.31097, -6.79154, -0.97487], [5.60417, -5.66602, -0.89527], [6.24814, -4.44902, -0.79951], [7.57973, -4.39934, -0.78480], [5.49627, -3.29173, -0.72082], [6.17924, -2.14928, -0.61467], [4.10751, -3.29408, -0.74510], [3.10802, -1.71934, -0.70435], [3.68710, -0.84263, -2.20257], [2.75019, -0.81910, -3.23783], [3.05524, -0.21978, -4.45353], [4.29206, 0.37167, -4.64368], [5.22881, 0.36270, -3.61692], [4.93358, -0.24252, -2.40788], [3.83288, -0.92104, 0.76446], [3.75193, -1.62685, 1.96434], [4.20063, -1.05886, 3.14431], [4.72197, 0.22755, 3.14280], [4.76907, 0.94891, 1.96053], [4.32084, 0.38091, 0.77590], [3.47736, -4.54752, -0.81690], [1.60292, -4.78224, -0.73699], [4.22026, -5.71193, -0.89716], [3.64095, -6.91110, -0.96564], [1.76271, -1.25586, -3.12537], [2.30875, -0.21432, -5.23744], [4.52964, 0.84566, -5.58811], [6.19520, 0.82972, -3.76103], [5.67332, -0.24481, -1.62149], [3.31602, -2.62051, 1.98265], [4.12183, -1.61400, 4.07036], [5.06134, 0.67747, 4.06722], [5.13956, 1.96635, 1.95482], [4.33007, 0.97150, -0.13043], [-0.09367, 4.03669, 5.72339], [0.37485, 2.56632, 4.62461], [2.24447, 2.31644, 4.69605], [-0.46769, 1.03743, 5.31595], [-0.25191, 3.01700, 2.40403], [0.18592, 1.13883, 0.86859], [0.99920, 4.80234, 1.54293], [1.09033, 6.27409, 2.72332], [2.76587, 4.23735, 1.18613], [0.22053, 5.40075, -0.07069], [-2.55136, 3.49789, 2.25446], [-2.95493, 5.21121, 2.95484], [-3.53961, 2.20830, 3.21257], [-3.08555, 3.43768, 0.44722], [0.24831, 3.85355, 6.74630], [-1.17867, 4.16289, 5.75687], [0.34082, 4.97777, 5.38279], [2.55481, 1.96862, 5.68535], [2.78165, 3.24266, 4.47695], [2.54415, 1.56868, 3.95822], [-0.26406, 0.96098, 6.38859], [-0.10764, 0.13497, 4.82250], [-1.54977, 1.06528, 5.17696], [1.59031, 6.00205, 3.65537], [0.09976, 6.65783, 2.97619], [1.66193, 7.08471, 2.26225], [3.24815, 3.86323, 2.09211], [3.35813, 5.06870, 0.79235], [2.76800, 3.42517, 0.45685], [-0.72645, 5.91413, 0.11146], [0.02324, 4.56314, -0.74264], [0.89031, 6.09855, -0.58161], [-2.57487, 5.33588, 3.97106], [-4.03596, 5.37317, 2.97630], [-2.51137, 5.99635, 2.33705], [-3.34572, 2.26270, 4.28579], [-3.29061, 1.19878, 2.87810], [-4.61160, 2.36076, 3.05601], [-2.66971, 4.26688, -0.13006], [-4.17622, 3.47372, 0.37004], [-2.74326, 2.50472, -0.00227]], "multiplicity": 2, "charge": -1, "fmax_ha_per_bohr": 0.0143, "homo_ev": [-3.936, -4.642], "lumo_ev": [1.755, 1.651], "energy_ev": -225655.4596}

=====

(3)
{"formula": "CH6O2", "method": "the ωB97M-V functional and the def2-TZVPD basis", "symbols": ["C", "H", "H", "H", "H", "H", "H", "O", "O"], "xyz": [[-1.58073, 0.22963, 0.00857], [0.15985, -0.62380, -0.26776], [-2.64194, 0.01652, 0.06429], [-1.17675, 1.30125, 0.72014], [-1.60431, 0.57559, -1.04417], [2.18827, -0.46341, 1.11589], [3.15002, -0.22215, -0.52114], [-0.74482, -0.86428, 0.00064], [2.25041, 0.05065, -0.07644]], "charge": 0, "fmax_ha_per_bohr": 0.1232, "homo_ev": -9.785, "lumo_ev": 0.029, "energy_ev": -5226.2032}